# 1
# C61H47IIrNOP3S

A molecular structure, C61H47IIrNOP3S at a distorted geometry (wB97M-V/def2-TZVPD, the Open Molecules 2025 dataset).

For the relative energy (zero: lowest compared OMol25 entry of this formula, charge and spin), the calculation gives 0.000 eV. For the HOMO energy, the calculation gives -15.248 eV. For the HOMO-LUMO gap, the calculation gives 6.984 eV. The LUMO energy is -8.264 eV. The total charge is +3.

CARTESIAN COORDINATES (ANGSTROEM)
Ir 0.01660 0.35151 -0.08064
I -2.43919 0.50892 0.73082
C -3.05268 -1.07105 1.92421
C -4.09683 -0.70306 2.73160
C -4.79578 -1.68028 3.46073
C -4.43202 -2.98455 3.32152
C -3.33972 -3.36750 2.50337
C -3.02518 -4.74062 2.40719
C -1.96651 -5.15566 1.66171
C -1.17239 -4.20512 1.00829
C -1.43465 -2.84825 1.03512
P -0.15896 -1.93899 0.02910
C 1.33948 -2.80605 0.60425
C 2.29809 -3.38225 -0.23139
C 3.29365 -4.19694 0.28879
C 3.34205 -4.45532 1.64902
C 2.40737 -3.87827 2.49598
C 1.42242 -3.05851 1.97894
C -0.54841 -2.52172 -1.65531
C -0.13594 -3.78843 -2.09280
C -0.53621 -4.27294 -3.32632
C -1.37233 -3.51576 -4.13430
C -1.80639 -2.27398 -3.70000
C -1.39564 -1.77644 -2.47209
C -2.57473 -2.39824 1.78301
H -4.40485 0.33076 2.80683
H -5.62210 -1.38986 4.09374
H -4.97868 -3.76499 3.83362
H -3.64487 -5.45049 2.93800
H -1.71427 -6.20306 1.58258
H -0.30618 -4.58382 0.48918
H 2.26979 -3.24016 -1.29863
H 4.00824 -4.65849 -0.37783
H 4.09757 -5.11767 2.04691
H 2.44056 -4.07619 3.55891
H 0.66476 -2.67418 2.64450
H 0.50031 -4.41037 -1.48302
H -0.20703 -5.25107 -3.64780
H -1.69845 -3.90293 -5.08910
H -2.48505 -1.69271 -4.30949
H -1.78585 -0.82398 -2.14362
O 0.31506 2.72848 0.19506
C -0.62632 3.67810 -0.21862
C -0.87232 4.85033 0.47488
C -1.80870 5.72982 -0.04957
C -2.47303 5.44723 -1.23657
C -2.23852 4.25071 -1.89040
C -1.31329 3.33897 -1.37447
P -0.98916 1.72342 -2.12020
C 0.20636 1.95237 -3.45697
C 0.62848 0.85320 -4.20596
C 1.49444 1.02746 -5.27189
C 1.95888 2.29835 -5.58957
C 1.56175 3.39165 -4.83298
C 0.68871 3.22127 -3.76944
C -2.57600 1.36036 -2.95549
C -2.60347 0.93178 -4.28322
C -3.81148 0.70039 -4.92595
C -5.00768 0.88543 -4.25171
C -4.99501 1.33454 -2.93768
C -3.79291 1.57842 -2.29897
C 1.41877 3.14242 0.94964
C 2.07715 4.33521 0.69900
C 3.20181 4.62962 1.45725
C 3.65844 3.74551 2.42606
C 3.01861 2.53159 2.61574
C 1.88275 2.21776 1.86481
P 1.05148 0.61440 2.01561
C 2.38709 -0.40967 2.65367
C 3.45440 -0.67833 1.78973
C 4.62923 -1.21134 2.27959
C 4.75098 -1.48768 3.63750
C 3.69717 -1.22903 4.49821
C 2.51868 -0.67910 4.01303
C -0.13847 0.82043 3.35837
C -0.59376 2.09610 3.68907
C -1.54720 2.25814 4.68288
C -2.04191 1.15149 5.35690
C -1.59386 -0.12107 5.03147
C -0.65814 -0.29012 4.02597
H -0.35310 5.08895 1.39072
H -2.01285 6.65222 0.47631
H -3.18334 6.15245 -1.64272
H -2.77031 4.02105 -2.80349
H 0.25916 -0.14283 -3.97685
H 1.80324 0.17437 -5.86045
H 2.62226 2.43592 -6.43214
H 1.92011 4.38123 -5.07828
H 0.37664 4.08585 -3.19807
H -1.68665 0.80396 -4.83961
H -3.81396 0.39301 -5.96249
H -5.94721 0.70154 -4.75307
H -5.92559 1.51320 -2.41752
H -3.81757 1.99719 -1.30293
H 1.73214 5.01360 -0.06666
H 3.73012 5.55550 1.27821
H 4.52805 3.99120 3.01819
H 3.39968 1.83100 3.34432
H 3.37222 -0.45988 0.73312
H 5.45722 -1.40242 1.61159
H 5.67415 -1.89532 4.02469
H 3.79803 -1.42935 5.55515
H 1.72480 -0.43788 4.70475
H -0.19375 2.96888 3.19246
H -1.88594 3.24985 4.94703
H -2.76889 1.28175 6.14635
H -1.97281 -0.98290 5.56361
H -0.32150 -1.28816 3.78022
S 3.62771 -0.29239 -2.84426
C 3.80986 1.19295 -2.04192
C 2.77726 1.40175 -1.19479
N 1.83660 0.38273 -1.16642
C 2.18467 -0.55485 -2.03002
H 4.65500 1.83481 -2.22004
H 2.67534 2.26067 -0.56213
H 1.57690 -1.41672 -2.23465

Atomic partial charges in e from the Löwdin method, atoms 1 to 6: 0.576, 1.396, -0.558, -0.153, -0.036, 0.009

=====

# 2
# C61H48AuF5N8O7S6

A molecular structure, C61H48AuF5N8O7S6 at a distorted geometry (wB97M-V/def2-TZVPD, the Open Molecules 2025 dataset).

For the relative energy (zero: lowest compared OMol25 entry of this formula, charge and spin), the calculation gives 0.000 eV. For the HOMO energy, the calculation gives -8.132 eV. For the HOMO-LUMO gap, the calculation gives 5.534 eV. The LUMO energy is -2.597 eV. The total charge is 0.

CARTESIAN COORDINATES (ANGSTROEM)
Au 1.97440 -0.91325 1.66445
N 0.66180 -2.32355 1.00885
S -0.70070 -2.87045 0.98735
N -2.06950 -2.04025 1.25635
S -2.52220 -0.64635 0.71265
N -2.01530 0.65255 1.33235
S -0.60540 1.55655 1.04665
N 0.64140 0.79675 0.86675
C -1.16140 2.30785 -0.51815
C -2.45840 2.76235 -0.66165
C -2.88440 3.20515 -1.90475
C -2.01950 3.18295 -2.98705
C -0.72730 2.70265 -2.84365
C -0.30630 2.25215 -1.60105
C -0.88360 2.61415 2.49845
C -0.33980 2.21585 3.70185
C -0.59110 2.96635 4.84045
C -1.36690 4.11025 4.76235
C -1.86840 4.52205 3.53855
C -1.63470 3.76805 2.40125
C -2.38460 -0.63515 -1.08465
C -1.11160 -0.67015 -1.62945
C -0.97410 -0.54175 -3.00215
C -2.09020 -0.39055 -3.81025
C -3.35660 -0.38955 -3.24975
C -3.50980 -0.50705 -1.87775
C -4.28730 -0.67505 1.07565
C -4.92180 0.52865 1.32865
C -6.28860 0.55265 1.54485
C -7.01120 -0.63035 1.52205
C -6.37040 -1.83675 1.28265
C -5.00430 -1.86005 1.05515
C -1.00400 -3.71375 -0.60785
C -2.29100 -3.99855 -1.01895
C -2.49320 -4.70175 -2.19445
C -1.40630 -5.11295 -2.94945
C -0.11750 -4.80685 -2.54155
C 0.08390 -4.10145 -1.36675
C -0.93720 -4.22925 2.16125
C 0.20440 -4.86215 2.61735
C 0.08890 -5.92695 3.49305
C -1.16770 -6.34445 3.90385
C -2.30590 -5.69865 3.44725
C -2.19240 -4.63125 2.57275
H -3.13420 2.75725 0.17805
H -3.89920 3.55615 -2.02425
H -2.35530 3.51745 -3.95645
H -0.07870 2.65995 -3.71095
H 0.66710 1.81845 -1.45175
H 0.28020 1.33505 3.74765
H -0.16240 2.66085 5.78395
H -1.56590 4.68845 5.65195
H -2.44080 5.43375 3.46155
H -1.99420 4.10475 1.44425
H -0.25380 -0.75675 -0.97615
H 0.00250 -0.52325 -3.45705
H -1.95090 -0.22865 -4.87075
H -4.22620 -0.28225 -3.87855
H -4.48940 -0.48105 -1.42555
H -4.32090 1.42095 1.36355
H -6.78710 1.49405 1.72315
H -8.07710 -0.60955 1.68885
H -6.93380 -2.75845 1.26425
H -4.49670 -2.79185 0.86945
H -3.12410 -3.66205 -0.42485
H -3.49680 -4.92975 -2.52115
H -1.56570 -5.67185 -3.85865
H 0.72890 -5.12135 -3.13515
H 1.06810 -3.83225 -1.02105
H 1.16260 -4.49745 2.28325
H 0.97670 -6.42435 3.85145
H -1.26010 -7.16865 4.59255
H -3.28260 -6.01735 3.77745
H -3.06070 -4.09195 2.23535
F -2.40790 -4.43275 6.28165
C -1.46320 -3.61465 5.79515
C -0.11870 -3.81835 6.09355
F 0.24060 -4.84665 6.87265
C 0.84830 -2.97395 5.57165
F 2.12540 -3.19465 5.89005
C 0.51990 -1.90455 4.72255
S 1.74620 -0.81745 4.15645
C -0.84160 -1.72215 4.44655
F -1.22920 -0.69565 3.67815
C -1.81560 -2.56125 4.95865
F -3.10610 -2.36675 4.64485
C 5.70940 4.68265 -3.26465
C 4.75310 4.74745 -2.11615
C 5.02890 5.50215 -0.97815
C 4.15780 5.51575 0.09945
C 2.99270 4.77785 0.02245
C 2.68140 4.05355 -1.11025
C 3.56400 4.02745 -2.17255
S 1.82990 4.70015 1.37915
O 0.74090 3.85225 0.95095
O 1.50850 6.01955 1.84315
N 2.59450 3.95925 2.64445
C 2.95320 2.57415 2.46805
C 4.35950 2.31185 1.92875
C 4.37370 0.85065 1.41015
O 4.90690 0.61055 0.34225
O 3.77370 0.03565 2.18535
H 6.36830 5.54545 -3.28345
H 5.16910 4.62725 -4.20635
H 6.32620 3.78685 -3.18535
H 5.93230 6.09145 -0.94315
H 4.36530 6.10015 0.98345
H 1.73850 3.53475 -1.13425
H 3.31200 3.47185 -3.06305
H 3.27750 4.54675 3.09775
H 2.20690 2.17355 1.77685
H 2.83320 2.04875 3.41945
H 5.10360 2.42775 2.71895
H 4.61800 2.96035 1.09035
O 0.42340 1.96995 -7.98965
S 0.26720 1.49555 -6.64085
O 0.59370 2.44895 -5.59645
O -0.92210 0.69065 -6.37845
C 1.49630 0.14335 -6.36595
N 1.85520 -0.68235 -7.32015
C 2.59340 -1.71845 -6.94805
C 2.95720 -1.93735 -5.62545
C 2.51890 -0.99845 -4.69355
N 1.77950 0.03865 -5.09595
C 2.74720 -1.03795 -3.24335
C 2.64370 0.16395 -2.54165
C 2.66690 0.13875 -1.16325
N 2.80110 -0.98865 -0.48475
C 2.98660 -2.12405 -1.13255
C 2.96630 -2.20625 -2.51585
H 2.89310 -2.39585 -7.73615
H 3.55890 -2.78395 -5.34045
H 2.51870 1.08405 -3.08825
H 2.55410 1.03445 -0.57515
H 3.13890 -2.99685 -0.51205
H 3.08150 -3.16165 -3.00485

Atomic partial charges in e from the Löwdin method, atoms 1 to 6: 0.984, -0.388, 0.800, -0.369, 0.910, -0.357

=====

# 3
# C61H49BIN3P3ReSSi

A molecular structure, C61H49BIN3P3ReSSi at a distorted geometry (wB97M-V/def2-TZVPD, the Open Molecules 2025 dataset).

For the relative energy (zero: lowest compared OMol25 entry of this formula, charge and spin), the calculation gives 0.000 eV. For the HOMO energy (alpha / beta), the calculation gives -10.291 / -10.199 eV. For the HOMO-LUMO gap (alpha / beta), the calculation gives 7.431 / 6.215 eV. The LUMO energy (alpha / beta) is -2.860 / -3.984 eV. As for the spin multiplicity: 2. The total charge is +1.

CARTESIAN COORDINATES (ANGSTROEM)
Re 0.02527 -0.47559 -0.19747
C -0.12449 -4.09916 5.10234
C -0.21980 -4.94307 4.00980
C -0.52138 -4.43371 2.75385
C -0.74105 -3.06578 2.59162
C -0.65543 -2.22620 3.69684
C -0.34844 -2.73791 4.94598
P -1.18543 -2.35796 0.97545
C -1.10479 -3.81220 -0.10786
C 0.15784 -4.36807 -0.33123
C 0.30602 -5.42911 -1.20571
C -0.80679 -5.95103 -1.85956
C -2.05940 -5.41037 -1.63015
C -2.21004 -4.33273 -0.76332
C -2.93891 -1.92888 1.18961
C -3.80932 -2.85942 1.76342
C -5.12738 -2.51792 2.00629
C -5.57458 -1.23336 1.71529
C -4.70988 -0.31073 1.15217
C -3.38003 -0.64752 0.86579
Si -2.20735 0.52660 0.00630
C -2.78538 0.86128 -1.74834
C -4.13314 0.89481 -2.11270
C -4.51401 1.15533 -3.42144
C -3.54598 1.36951 -4.38977
C -2.20172 1.32770 -4.05114
C -1.81997 1.08173 -2.73589
P -0.05687 1.10037 -2.23215
C 0.83740 0.60420 -3.75585
C 1.01218 1.54235 -4.77872
C 1.62147 1.18542 -5.97203
C 2.07599 -0.11028 -6.16386
C 1.90201 -1.05103 -5.15967
C 1.28239 -0.69937 -3.97044
C 0.25604 2.90242 -2.11083
C -0.76080 3.75304 -1.67854
C -0.53914 5.11852 -1.57569
C 0.69620 5.65448 -1.91512
C 1.71188 4.81681 -2.35270
C 1.49672 3.45032 -2.43841
C -2.06941 2.20184 0.84433
C -3.13261 3.11112 0.90321
C -2.97963 4.34457 1.51225
C -1.76409 4.68388 2.10295
C -0.70695 3.79292 2.06798
C -0.84783 2.57098 1.40639
P 0.46545 1.31272 1.44548
C 0.45831 1.02384 3.26685
C 1.59976 0.74138 4.01266
C 1.52114 0.57806 5.38976
C 0.30663 0.70710 6.04262
C -0.84066 0.97829 5.30952
C -0.76730 1.12676 3.93349
C 2.05397 2.15918 1.13792
C 2.12731 3.46018 0.64932
C 3.36301 4.07117 0.46852
C 4.53363 3.39047 0.75872
C 4.47368 2.07029 1.18765
C 3.24597 1.45510 1.36392
H 0.12584 -4.50079 6.07575
H -0.05399 -6.00600 4.12670
H -0.59121 -5.10993 1.91562
H -0.84008 -1.17216 3.57911
H -0.27856 -2.07172 5.79432
H 1.01987 -3.98020 0.20088
H 1.28590 -5.85742 -1.37512
H -0.69153 -6.78297 -2.54193
H -2.92579 -5.81144 -2.13943
H -3.19012 -3.89945 -0.61180
H -3.45028 -3.84899 2.02235
H -5.80240 -3.24494 2.43844
H -6.59701 -0.95361 1.93508
H -5.06794 0.69364 0.95299
H -4.89587 0.69843 -1.36794
H -5.56321 1.18159 -3.68644
H -3.83241 1.55764 -5.41636
H -1.46142 1.46378 -4.82666
H 0.67196 2.56064 -4.65372
H 1.73576 1.92542 -6.75356
H 2.55603 -0.38671 -7.09364
H 2.23998 -2.06954 -5.30102
H 1.14166 -1.45584 -3.21636
H -1.73776 3.35969 -1.44090
H -1.34003 5.76548 -1.24114
H 0.86150 6.72248 -1.85200
H 2.67726 5.22387 -2.62646
H 2.29948 2.82000 -2.79775
H -4.08966 2.85295 0.46045
H -3.80863 5.04076 1.54296
H -1.64897 5.63763 2.60205
H 0.22256 4.03907 2.56756
H 2.56629 0.65425 3.54271
H 2.42030 0.35322 5.94851
H 0.25239 0.59920 7.11867
H -1.79861 1.07097 5.80517
H -1.67645 1.33087 3.38186
H 1.22665 4.00716 0.40155
H 3.40275 5.08619 0.09397
H 5.49164 3.88018 0.63823
H 5.38288 1.51448 1.37873
H 3.21904 0.41331 1.65356
I 5.24990 1.94085 -2.85760
C 4.25606 0.24604 -2.18810
C 4.78192 -1.01655 -2.39966
C 4.06057 -2.11271 -1.95241
C 2.84586 -1.90700 -1.32930
N 2.33635 -0.68817 -1.13625
C 3.03653 0.37308 -1.54598
H 5.73417 -1.14628 -2.89627
H 4.43459 -3.11726 -2.09186
H 2.25331 -2.73913 -0.97588
H 2.61038 1.34840 -1.35658
S -2.15496 -2.42752 -3.90567
C -1.31864 -1.93845 -2.65628
N -0.67003 -1.58328 -1.72484
B 3.14494 -2.71992 2.60977
C 2.09747 -1.90844 1.78288
N 1.34708 -1.32360 1.12358
H 2.54573 -3.29987 3.48627
H 3.66032 -3.48538 1.81444
H 3.95032 -1.91933 3.04508

Atomic partial charges in e from the Löwdin method, atoms 1 to 6: 0.897, -0.062, -0.060, -0.069, -0.335, -0.076

=====

Which of these has the lowest total charge?
C61H48AuF5N8O7S6